A structure of composition C37H31ClIIrN4O2PS, computed with wB97M-V/def2-TZVPD.

```
79
Properties=species:S:1:pos:R:3
Ir -1.0045 -0.2610 0.7272
C -2.2987 -1.6746 -3.4289
C -2.4202 -0.2015 -3.1869
N -3.0480 0.5361 -4.0688
C -3.2297 1.8497 -3.8307
C -2.8863 2.4621 -2.6557
C -3.1745 3.9289 -2.4552
O -2.0528 4.6576 -1.9556
C -2.2278 1.6828 -1.6665
C -2.0145 2.2759 -0.3678
N -1.3850 1.7728 0.6468
C -1.3363 2.6181 1.8081
C -1.2462 4.0041 1.6696
C -1.2225 4.8244 2.7834
C -1.2696 4.2827 4.0589
C -1.3142 2.9073 4.2162
C -1.3349 2.0972 3.0935
I -1.2041 0.0387 3.3549
C -1.9004 0.3554 -1.9783
O -1.1154 -0.4177 -1.2632
H -2.5329 -1.8904 -4.4681
H -3.0140 -2.2020 -2.7911
H -1.3077 -2.0481 -3.1781
H -3.6985 2.4121 -4.6301
H -3.9778 4.0816 -1.7316
H -3.5185 4.3518 -3.4014
H -1.4172 4.7647 -2.6709
H -2.4823 3.2374 -0.2157
H -1.1681 4.4400 0.6816
H -1.1510 5.8952 2.6498
H -1.2470 4.9221 4.9302
H -1.3128 2.4703 5.2057
Cl 1.8087 2.0948 2.4264
C 2.2743 2.3548 0.7743
C 2.8780 3.5648 0.4745
C 3.4305 3.7606 -0.7803
C 3.4081 2.7302 -1.7075
C 2.7909 1.5291 -1.3945
C 2.1691 1.3261 -0.1604
P 1.3652 -0.2602 0.2914
C 1.7044 -1.3802 -1.1077
C 1.3231 -1.0726 -2.4174
C 1.5600 -1.9679 -3.4458
C 2.1586 -3.1938 -3.1846
C 2.5396 -3.5114 -1.8919
C 2.3206 -2.6066 -0.8615
C 2.5013 -0.8813 1.5750
C 2.0331 -1.6431 2.6392
C 2.9084 -2.1461 3.5912
C 4.2651 -1.8818 3.4886
C 4.7431 -1.1186 2.4309
C 3.8689 -0.6251 1.4773
H 2.9375 4.3291 1.2369
H 3.9074 4.7026 -1.0154
H 3.8751 2.8538 -2.6750
H 2.7996 0.7387 -2.1278
H 0.8423 -0.1314 -2.6378
H 1.2666 -1.7111 -4.4554
H 2.3348 -3.8939 -3.9906
H 3.0237 -4.4560 -1.6825
H 2.6669 -2.8511 0.1353
H 0.9735 -1.8383 2.7350
H 2.5299 -2.7393 4.4132
H 4.9508 -2.2680 4.2308
H 5.8006 -0.9053 2.3501
H 4.2557 -0.0357 0.6549
C -3.4396 -5.8784 1.3780
C -2.6474 -4.6258 1.1981
C -1.2454 -4.6310 1.2028
C -0.5961 -3.4365 1.0115
N -1.2885 -2.3115 0.8171
C -2.6467 -2.3852 0.8480
S -3.3345 -0.8030 0.6916
N -3.3358 -3.4980 1.0280
H -2.8216 -6.7047 1.7214
H -3.8942 -6.1533 0.4245
H -4.2509 -5.7020 2.0822
H -0.6858 -5.5432 1.3450
H 0.4843 -3.3668 0.9820
```

The total charge is +1. The value obtained for the energy above the lowest of the compared OMol25 structures with the same formula, charge and spin is 0.0 kJ/mol. Its HOMO energy is -10.474 eV. The LUMO energy is -3.160 eV.

These are the Mulliken partial charges, in e, on atoms 1 to 8: Ir 1.75; C -1.01; C 0.19; N -0.68; C -1.01; C 0.58; C -1.11; O -0.45

A cluster of 3 separate species, C3H12NO2 in total at a distorted geometry, computed with wB97M-V/def2-TZVPD.

```
18
Properties=species:S:1:pos:R:3
C 0.6870 -1.2175 -2.8264
C 0.5649 -1.3511 -1.3311
C 0.4708 -2.4574 -0.5301
N -0.0087 -0.0982 -0.7271
H 0.5721 -2.1660 -3.2983
H 1.6642 -0.9712 -3.1367
H -0.0317 -0.5676 -3.2339
H 0.2820 -2.3255 0.5648
H 0.4018 -3.4422 -0.7802
H 0.6140 0.6696 -0.9606
H -1.0498 0.0672 -1.0180
H 0.0607 -0.2130 0.3137
H -0.2458 1.9381 2.5541
H 1.0864 1.9645 1.6227
O 0.1798 1.4817 1.7131
H -1.4796 3.4125 4.2987
H -2.2317 2.2609 3.4108
O -1.5365 3.0153 3.3645
```

The total charge is +1. The value obtained for the energy above the lowest of the compared OMol25 structures with the same formula, charge and spin is 185.2 kJ/mol. Its HOMO energy is -14.493 eV. The LUMO energy is -3.596 eV.

These are the Mulliken partial charges, in e, on atoms 1 to 8: C -1.19; C 0.78; C -0.98; N -0.30; H 0.37; H 0.33; H 0.37; H 0.19

A structure of composition C6H11NO2 at a distorted geometry, computed with wB97M-V/def2-TZVPD.

```
20
Properties=species:S:1:pos:R:3
C 0.0861 -1.7539 -1.2990
C -0.2478 -0.8188 -0.1026
C -1.6352 -0.0468 -0.6565
C -0.5772 1.3776 0.9272
C 0.3474 0.0356 0.9023
C 1.9471 0.1525 0.8938
H 1.3054 -1.9830 -1.5582
H -0.5541 -2.7917 -1.0021
H -0.2666 -1.2809 -2.3330
H -2.3604 -1.0293 -0.5339
H -1.3048 0.3747 -1.5483
H -2.7569 1.1857 0.8572
H 0.0293 2.3987 0.3761
H -1.2321 1.7255 1.9189
H 2.1739 -0.8704 0.0238
H 2.4604 0.0704 1.9655
H 2.2363 1.7147 -0.5869
N -1.7473 1.0876 0.0779
O 2.3424 1.5765 0.3795
O -0.2457 -1.1248 1.2982
```

The value obtained for the energy above the lowest of the compared OMol25 structures with the same formula, charge and spin is 857.0 kJ/mol. Its HOMO energy is -8.331 eV. The LUMO energy is 0.619 eV.

These are the Mulliken partial charges, in e, on atoms 1 to 8: C -1.02; C 0.10; C -0.68; C -0.47; C 1.01; C -0.31; H 0.30; H 0.27

A structure of composition C28H33BrCrGe2I2NO2S at a distorted geometry, computed with wB97M-V/def2-TZVPD.

```
71
Properties=species:S:1:pos:R:3
Cr -0.9072 0.6627 1.4443
O -2.1025 -1.0500 1.0623
N -1.9330 -2.1399 1.7783
C -2.8633 -3.1110 1.6619
C -2.7612 -4.2810 2.3618
C -1.6623 -4.4668 3.2007
C -0.7170 -3.4772 3.2965
C -0.8446 -2.2759 2.5757
S 0.2772 -0.9884 2.6600
H -3.6726 -2.8720 0.9885
H -3.5264 -5.0352 2.2439
H -1.5616 -5.3773 3.7783
H 0.1518 -3.5751 3.9315
I -2.7821 1.2277 3.4436
C -4.9039 1.0113 0.7228
I -4.0935 0.3755 -1.0418
H -5.1712 2.0581 0.7789
H -5.4863 0.2879 1.2753
Br 3.2472 5.5564 3.6795
C 2.1178 4.1667 3.0209
C 1.7624 4.1551 1.6858
C 0.9131 3.1485 1.2299
C 0.3978 2.1462 2.0577
C 0.8097 2.1991 3.3983
C 1.6566 3.1919 3.8897
H 2.1481 4.9061 1.0070
H 0.6755 3.1438 0.1719
H 0.4703 1.4426 4.0956
H 1.9458 3.2031 4.9330
C -1.8338 3.3532 -0.5152
O -1.9903 2.3543 0.4932
H -1.3794 4.2532 -0.1021
H -2.8002 3.5934 -0.9611
H -1.1869 2.9437 -1.2872
H -2.6367 2.6214 1.1627
C -2.2411 -2.2366 -2.6905
Ge -0.4531 -2.0714 -1.8757
C 0.7481 -2.3192 -3.4234
C -0.3494 -3.7378 -0.8158
Ge 0.2415 -0.0747 -0.6243
C 2.1336 -0.6064 -0.1801
C 2.6656 -1.8756 -0.4363
C 3.9219 -2.2551 0.0327
C 4.6910 -1.3659 0.7697
C 4.1926 -0.0957 1.0320
C 2.9320 0.2705 0.5704
C 0.5560 1.1872 -2.1504
C 1.6067 2.1136 -2.1568
C 1.7695 3.0194 -3.2018
C 0.8843 3.0196 -4.2739
C -0.1666 2.1104 -4.2921
C -0.3269 1.2128 -3.2398
H -2.1880 -3.0034 -3.4696
H -2.6064 -1.3118 -3.1480
H -2.9702 -2.5505 -1.9390
H 0.3741 -3.1363 -4.0507
H 1.7681 -2.5541 -3.1104
H 0.7875 -1.4039 -4.0211
H 0.1212 -4.5364 -1.3989
H -1.3585 -4.0615 -0.5463
H 0.2228 -3.6074 0.1074
H 2.0915 -2.6010 -0.9967
H 4.2933 -3.2523 -0.1768
H 5.6637 -1.6626 1.1453
H 4.7783 0.6107 1.6094
H 2.5505 1.2494 0.8321
H 2.3160 2.1217 -1.3352
H 2.5944 3.7239 -3.1809
H 1.0160 3.7195 -5.0917
H -0.8583 2.0960 -5.1284
H -1.1589 0.5127 -3.2662
```

The total charge is -1. The expectation value of S² is 6.119. The value obtained for the energy above the lowest of the compared OMol25 structures with the same formula, charge and spin is 40.7 kJ/mol. Its spin multiplicity is 5. Its HOMO energy (spin up / spin down) is -4.663 / -4.676 eV. The LUMO energy (spin up / spin down) is 2.253 / 2.161 eV.

These are the Mulliken partial charges, in e, on atoms 1 to 8: Cr 0.30; O -0.04; N 0.40; C -0.42; C -0.65; C -0.24; C -0.97; C 0.58

A structure of composition C7H4AlCl4O3S3Sb, computed with wB97M-V/def2-TZVPD.

```
23
Properties=species:S:1:pos:R:3
Al 0.1117 0.4994 -1.0199
Cl -3.3405 -3.9743 2.4687
C -2.1963 -2.7592 1.9996
C -1.3568 -2.1934 2.9411
Cl -1.4208 -2.6941 4.5993
C -0.4435 -1.2024 2.5516
Cl 0.6355 -0.4620 3.6888
C -0.3876 -0.7949 1.2365
O 0.4372 0.1300 0.7574
C -1.2361 -1.3777 0.2607
O -1.0795 -0.9296 -0.9638
C -2.1366 -2.3548 0.6584
Cl -3.1655 -3.0483 -0.5473
S 0.7578 3.8286 -4.4066
Sb -0.5204 2.0212 -3.6576
S 0.8687 0.1613 -3.1825
S -1.1789 2.3631 -1.4164
C 2.7758 2.3244 -1.2967
O 1.8546 1.5016 -0.5768
H 3.7626 1.8607 -1.3094
H 2.8242 3.3112 -0.8378
H 2.3941 2.3980 -2.3105
H 2.0402 1.3913 0.3632
```

The total charge is -1. The expectation value of S² is 0.764. Its spin multiplicity is 2. Its HOMO energy (spin up / spin down) is -5.083 / -5.075 eV. The LUMO energy (spin up / spin down) is 2.515 / 0.338 eV.

These are the Mulliken partial charges, in e, on atoms 1 to 8: Al 0.75; Cl -0.22; C 0.14; C 0.41; Cl -0.23; C 0.15; Cl -0.22; C 0.11

A structure of composition C22H26BrNO2PPtS3, computed with wB97M-V/def2-TZVPD.

```
57
Properties=species:S:1:pos:R:3
Pt -0.4346 -0.0699 -0.2144
C -2.5788 2.4619 1.1054
C -1.2355 2.9626 0.6825
C -1.0223 4.3588 0.7269
C 0.1904 4.8795 0.4051
C 1.2488 4.0115 0.0673
C 2.5469 4.4924 -0.2135
C 3.5553 3.6182 -0.5017
C 3.3000 2.2374 -0.5138
C 2.0449 1.7456 -0.2475
S 1.8084 0.0049 -0.2023
C 0.9776 2.6289 0.0347
N -0.2812 2.1238 0.2981
H -3.0445 3.1866 1.7702
H -2.5073 1.5100 1.6222
H -3.2291 2.3265 0.2398
H -1.8415 4.9946 1.0307
H 0.3646 5.9481 0.4315
H 2.7240 5.5598 -0.1901
H 4.5524 3.9776 -0.7146
H 4.1043 1.5453 -0.7290
C -1.9421 -2.3952 -4.5933
C -3.1834 -2.2256 -3.7476
C -3.2389 -3.1448 -2.5507
O -3.3379 -0.8039 -3.3491
P -2.6373 0.0746 -2.2733
S -2.8466 -0.4540 -0.3661
S -0.5788 0.1128 -2.4766
O -3.2644 1.4897 -2.4749
C -3.5349 2.2103 -3.7397
C -4.8788 1.7879 -4.2872
C -2.3920 2.0528 -4.7180
H -1.9880 -3.3668 -5.0859
H -1.0382 -2.3654 -3.9859
H -1.8838 -1.6296 -5.3672
H -4.0712 -2.3602 -4.3634
H -2.3608 -3.0306 -1.9144
H -3.2612 -4.1734 -2.9129
H -4.1352 -2.9716 -1.9566
H -3.5880 3.2416 -3.3942
H -4.8576 0.7598 -4.6442
H -5.1349 2.4384 -5.1243
H -5.6543 1.8871 -3.5292
H -2.3295 1.0276 -5.0907
H -1.4401 2.3364 -4.2706
H -2.5695 2.7010 -5.5761
Br 0.1080 -6.7058 -0.0082
C -0.0332 -4.8275 -0.1266
C -0.7423 -4.1338 0.8418
C -0.8620 -2.7547 0.7418
C -0.2620 -2.0790 -0.3143
C 0.4620 -2.7779 -1.2677
C 0.5748 -4.1603 -1.1758
H -1.2077 -4.6632 1.6615
H -1.4388 -2.2279 1.4940
H 0.9621 -2.2611 -2.0754
H 1.1413 -4.7115 -1.9139
```

The total charge is +1. The value obtained for the energy above the lowest of the compared OMol25 structures with the same formula, charge and spin is 4.3 kJ/mol. Its HOMO energy (spin up / spin down) is -11.019 / -11.018 eV. The LUMO energy (spin up / spin down) is -5.049 / -5.050 eV.

These are the Mulliken partial charges, in e, on atoms 1 to 8: Pt 1.26; C -1.59; C 1.15; C -0.82; C -0.71; C 1.15; C -0.86; C -0.69

Number 3 is which compound?
C6H11NO2